Here is a 2-piece molecular cluster, CH2NO4P overall from the OMol25 dataset. Energies are from the ωB97M-V functional and the def2-TZVPD basis.

Each line ends with the Löwdin charge.
Cartesian coordinates (Å):
1 P 3.49871 -0.05427 -0.00117  0.22
2 O 3.65073 1.42579 0.08870  -0.43
3 O 3.57955 -0.57871 -1.43955  -0.47
4 O 3.71322 -0.92851 1.15188  -0.41
5 O -2.04855 -0.45185 -0.23958  -0.23
6 N 0.30791 -0.24908 0.17334  -0.03
7 C -0.94110 0.08452 -0.01877  -0.74
8 H 0.41066 -1.29631 -0.00414  0.02
9 H -1.09510 1.28834 0.09429  0.08

Properties
- 2S+1 = 1
- HOMO energy (Ha) = -0.0251
- lowest unoccupied orbital energy (eV) = 6.96
- total charge = -2

Here is C14H10Co2N2O6 as an isolated structure from the OMol25 dataset. Energies are from the ωB97M-V functional and the def2-TZVPD basis.

Each line ends with the Löwdin charge.
Cartesian coordinates (Å):
1 Co -1.51635 -1.35036 3.22042  -0.08
2 Co -1.44816 -1.89701 0.69501  -0.05
3 O -2.78364 -3.62400 -1.27574  0.04
4 O -1.73608 1.22890 4.57879  0.05
5 O 1.24240 -2.37482 -0.23095  0.07
6 O -1.64478 -4.30297 2.33895  0.00
7 O -2.57059 -2.80562 5.54432  0.03
8 O 1.39643 -1.41576 3.43862  0.07
9 N 0.58398 1.01311 -1.44869  0.01
10 N 2.18643 1.79922 -2.86499  0.09
11 C 0.18629 -2.15786 0.15832  -0.22
12 C 3.37425 3.49689 -1.46177  -0.08
13 C 0.24804 -1.43915 3.35586  -0.19
14 C -0.88337 0.74108 -0.99597  -0.15
15 C -1.86590 -0.27255 1.27096  -0.22
16 C -2.34208 -2.89833 -0.52556  -0.21
17 C -1.16227 -0.20854 0.11401  -0.32
18 C 2.32344 2.47595 -1.68532  -0.38
19 C -1.62959 0.20146 4.07355  -0.24
20 C -1.57770 -3.15960 2.11491  -0.30
21 C 1.15914 0.95884 -2.73987  -0.36
22 C -2.20113 -2.26137 4.59467  -0.23
23 C 1.32075 2.02941 -0.81999  -0.05
24 C 0.73479 0.13111 -3.90206  -0.05
25 H 1.65902 -0.18685 -4.41632  0.07
26 H 0.16389 0.77330 -4.61135  0.07
27 H -1.28342 1.75171 -0.76982  0.10
28 H 3.52914 3.66364 -0.39257  0.06
29 H 0.16089 -0.75101 -3.58629  0.07
30 H 1.06730 2.36780 0.18905  0.12
31 H -2.66398 0.34507 1.70595  0.03
32 H -1.49430 0.46414 -1.87891  0.10
33 H 4.33378 3.18392 -1.89422  0.06
34 H 3.13339 4.48027 -1.89300  0.06

Properties
- 2S+1 = 1
- HOMO energy (Ha) = 0.0404
- lowest unoccupied orbital energy (eV) = 5.02
- total charge = -2

Here is a single C6H9N molecule from the OMol25 dataset. Energies are from the ωB97M-V functional and the def2-TZVPD basis.

Each line ends with the Löwdin charge.
Cartesian coordinates (Å):
1 N -1.20298 0.44034 1.16815  0.05
2 C -0.04393 -0.13279 0.72737  -0.32
3 C 0.33344 -1.53201 1.06941  -0.03
4 C 1.45187 -0.02574 -1.32214  -0.05
5 C -1.62352 1.37674 0.25842  -0.13
6 C -0.71827 1.38864 -0.77596  -0.06
7 C 0.28790 0.42939 -0.48529  -0.27
8 H 1.60706 -1.11339 -1.26146  0.07
9 H 1.31942 0.21967 -2.37972  0.07
10 H -1.69896 0.15326 1.99738  0.15
11 H -0.76801 2.00772 -1.66057  0.10
12 H -0.08217 -1.93893 0.14438  0.09
13 H 1.41169 -1.71602 1.11829  0.08
14 H 2.38630 0.43791 -0.98535  0.08
15 H -2.50884 1.96933 0.43406  0.10
16 H -0.15100 -1.96411 1.95303  0.08

Properties
- 2S+1 = 1
- HOMO energy (Ha) = -0.2810
- lowest unoccupied orbital energy (eV) = 1.04
- SMILES = Cc1cc[nH]c1C

Here is C24H12Cl4MnN5O2 as an isolated structure from the OMol25 dataset. Energies are from the ωB97M-V functional and the def2-TZVPD basis.

Each line ends with the Löwdin charge.
Cartesian coordinates (Å):
1 Mn -1.01358 -0.16117 -0.47640  0.92
2 Cl 2.46726 -1.73319 -3.29556  0.90
3 Cl 4.35835 0.81772 -3.40357  0.75
4 Cl 0.15997 4.43860 -0.47428  0.90
5 Cl 3.04589 4.32840 -1.79879  0.75
6 O 0.10849 -1.24493 -1.47943  -0.11
7 O -0.97903 1.66412 -0.14964  -0.11
8 N -2.69239 -1.02767 0.04618  0.04
9 N 1.76455 0.39642 0.57592  0.22
10 N -0.31373 -0.63670 1.13628  0.04
11 N -2.03109 -1.79410 2.26370  0.20
12 N -0.24168 0.93235 -2.23729  0.04
13 C 0.67218 3.07624 -1.26694  -0.53
14 C 1.42413 0.84475 -0.68330  -0.16
15 C 0.97668 -0.26370 1.37567  -0.21
16 C -0.32460 1.50215 -3.55163  -0.03
17 C -3.66238 -0.96244 -0.88980  -0.09
18 C -5.17755 -2.15482 0.47947  -0.02
19 C 1.99885 2.92540 -1.94145  -0.70
20 C -4.90587 -1.50353 -0.72310  -0.03
21 C -2.93748 -1.65666 1.22172  -0.25
22 C 2.49581 -0.64516 3.45263  0.01
23 C 2.57412 1.59779 -1.39017  -0.15
24 C 2.50674 -1.22028 4.71978  -0.05
25 C 1.38558 -1.87079 5.22589  -0.04
26 C 1.33101 -0.74719 2.72319  -0.09
27 C 2.71437 1.01147 -2.81633  -0.70
28 C -0.84549 -1.32001 2.19622  -0.23
29 C 2.00750 2.30614 -3.40318  -0.19
30 C 0.77091 -0.15459 -1.90928  -0.49
31 C 1.91721 -0.25406 -2.78928  -0.53
32 C 0.20861 -1.39858 3.23023  -0.09
33 C -4.19684 -2.22643 1.43819  0.02
34 C 0.04159 1.79623 -1.01754  -0.49
35 C 0.21117 -1.97025 4.48294  0.01
36 C 0.69948 2.13551 -4.09967  0.01
37 H -4.34958 -2.71769 2.38795  0.12
38 H 3.36398 -0.13814 3.05346  0.12
39 H -1.26870 1.38385 -4.06495  0.12
40 H 3.40256 -1.16117 5.32313  0.11
41 H -3.39897 -0.44559 -1.80505  0.12
42 H 1.42797 -2.30701 6.21488  0.11
43 H 2.70822 2.85279 -4.02598  0.12
44 H -5.64213 -1.41974 -1.50855  0.12
45 H 0.58809 2.54848 -5.09421  0.13
46 H 3.46525 1.64884 -0.77304  0.16
47 H -6.14860 -2.59832 0.65549  0.12
48 H -0.66686 -2.47334 4.86543  0.12

Properties
- 2S+1 = 4
- HOMO energy (alpha / beta) (Ha) = -0.4077 / -0.4256
- lowest unoccupied orbital energy (alpha / beta) (eV) = -5.80 / -4.85
- <S²> = 4.027
- total charge = +1

Here is a single C6H9N molecule from the OMol25 dataset. Energies are from the ωB97M-V functional and the def2-TZVPD basis.

Each line ends with the Löwdin charge.
Cartesian coordinates (Å):
1 N 1.03537 1.20184 -0.24492  0.03
2 C -1.26907 1.56989 -0.08613  -0.03
3 C 1.47689 -0.94108 0.06853  -0.06
4 C -0.96862 -1.86141 0.29661  -0.06
5 C -0.16126 0.57499 -0.07117  -0.31
6 C 2.05588 0.28464 -0.16483  -0.12
7 C 0.05512 -0.77422 0.10395  -0.25
8 H 0.93497 2.16606 -0.55809  0.15
9 H 3.09476 0.54153 -0.30708  0.10
10 H -2.22822 1.13952 -0.38064  0.08
11 H 2.00073 -1.88541 0.19412  0.10
12 H -1.88088 -1.65980 -0.27738  0.07
13 H -0.59010 -2.83542 -0.03810  0.07
14 H -1.37726 2.07152 0.88206  0.08
15 H -1.25991 -1.97576 1.34703  0.07
16 H -0.91840 2.38311 -0.76396  0.08

Properties
- 2S+1 = 1
- HOMO energy (Ha) = -0.2866
- lowest unoccupied orbital energy (eV) = 1.02
- SMILES = Cc1cc[nH]c1C

How do the records compare in energy relative to the best compared isomer or geometry (same formula, charge and spin)? In the order shown, they have 24.8 8.8 13.6 26.0 10.8 kcal/mol.